1.
103
Properties=species:S:1:pos:R:3 method="wB97M-V/def2-TZVPD" gap_ev=9.0 multiplicity=1 smiles="C[C@H](O)C[C@@]1([Si](C)(C)C)NC(=O)[C@@](CCCN)([C@H](C)F)[C@]1(CCO)B(O)O.CC(C)=O.CC(C)=O.CC(C)=O.CC(C)=O"
C 0.5867 5.2846 -1.0175
C 1.3326 4.2117 -0.0494
O 2.1971 4.9972 0.8075
C 2.0832 3.2115 -1.0159
C 2.6637 1.8656 -0.3486
Si 4.5460 2.1416 -0.4343
C 5.0882 3.7355 0.5391
C 5.6819 0.7696 0.2439
C 5.2368 2.4777 -2.2258
N 2.2918 1.9908 1.0909
C 1.4167 0.9621 1.6207
O 0.5821 1.1489 2.5087
C 1.8001 -0.3062 0.7330
C 3.0058 -1.0065 1.4809
C 3.5758 -0.3430 2.8102
C 2.7615 -0.6078 4.1504
N 2.0741 -1.9205 4.2486
C 0.5963 -1.3164 0.9640
C 0.6399 -2.6831 0.1624
F -0.7210 -0.7839 0.7923
C 1.9722 0.4352 -0.7020
C 0.6648 0.4157 -1.6241
C -0.5521 1.3574 -1.4090
O -0.8628 1.9065 -0.1323
B 2.9078 -0.4674 -1.7252
O 3.4592 0.0039 -2.9532
O 3.1756 -1.8801 -1.4867
H 0.5087 6.3032 -0.5323
H -0.4422 4.8421 -1.2479
H 1.1412 5.3231 -2.0185
H 0.5205 3.7763 0.5941
H 1.6811 5.1367 1.6200
H 1.4990 2.9848 -1.9758
H 2.9751 3.8286 -1.4018
H 4.6756 4.6780 0.0744
H 6.2297 3.7022 0.5612
H 4.7665 3.6813 1.6364
H 5.7077 0.6770 1.3760
H 6.7510 1.0705 -0.0503
H 5.5263 -0.2418 -0.2725
H 6.0435 3.2699 -2.1744
H 4.3654 2.8900 -2.8345
H 5.6491 1.5058 -2.6422
H 2.9448 2.4339 1.7368
H 2.7032 -2.0659 1.7985
H 3.9300 -1.2222 0.8424
H 4.5887 -0.8625 2.9796
H 3.8767 0.7559 2.7036
H 3.5323 -0.5882 4.9998
H 2.0726 0.2734 4.3840
H 1.0708 -1.7211 4.4014
H 2.3457 -2.4020 5.1201
H 0.6407 -1.6077 2.0712
H -0.3037 -3.3052 0.3396
H 0.8027 -2.6020 -0.9494
H 1.4908 -3.3383 0.5594
H 1.0045 0.5793 -2.7091
H 0.2925 -0.6686 -1.6324
H -1.4968 0.8103 -1.7739
H -0.4663 2.2441 -2.1397
H -1.7894 2.2191 -0.1345
H 3.1288 0.9172 -3.0900
H 4.1361 -1.8908 -1.2981
C -4.7412 -0.6703 -4.2172
C -3.5849 -0.1683 -5.0404
O -3.5279 0.9878 -5.4099
C -2.5014 -1.1549 -5.3881
H -5.4432 0.1472 -4.0437
H -5.2596 -1.4690 -4.7516
H -4.3812 -1.0331 -3.2523
H -2.9196 -1.9753 -5.9746
H -2.0415 -1.5395 -4.4753
H -1.7347 -0.6550 -5.9824
C -2.2803 -5.5630 1.8058
C -2.2230 -6.0739 0.3901
O -1.2052 -5.9966 -0.2674
C -3.4773 -6.6841 -0.1777
H -1.3077 -5.1514 2.0814
H -3.0303 -4.7734 1.8862
H -2.5200 -6.3818 2.4872
H -4.2804 -5.9443 -0.1851
H -3.7700 -7.5526 0.4159
H -3.2898 -7.0077 -1.2028
C -9.0988 -0.4422 -4.4492
C -8.8081 -1.8773 -4.8011
O -8.1072 -2.5712 -4.0922
C -9.4203 -2.4182 -6.0661
H -8.5941 -0.1895 -3.5152
H -8.7277 0.2165 -5.2372
H -10.1734 -0.3024 -4.3157
H -9.0635 -1.8470 -6.9256
H -10.5092 -2.3659 -6.0042
H -9.1265 -3.4614 -6.1925
C -0.2901 1.7677 6.6562
C 0.9255 1.3493 7.4406
O 1.7973 0.6701 6.9370
C 1.0179 1.8057 8.8730
H -0.2221 1.3685 5.6422
H -1.1917 1.3724 7.1287
H -0.3399 2.8570 6.6008
H 0.1744 1.4121 9.4438
H 1.0261 2.8967 8.9158
H 1.9437 1.4311 9.3128

***

2.
98
Properties=species:S:1:pos:R:3 method="wB97M-V/def2-TZVPD" gap_ev=5.8 multiplicity=1 total_charge=-1
C 4.2222 -1.2900 -3.6067
C 3.5277 -0.7091 -2.3671
O 2.3704 0.0217 -2.6856
C 2.5466 1.4046 -2.8834
C 1.4895 2.2324 -2.1214
O 0.9860 1.6346 -0.9738
C 1.9579 1.4366 0.0642
P 1.3105 1.9219 1.8385
C 1.0067 3.7508 1.2633
C -0.3959 4.1539 0.7795
C -1.5802 3.7411 1.6509
I -3.1289 2.7093 0.5322
C 0.6374 2.2113 3.7205
C 0.6170 3.5597 4.3043
O -0.3884 4.2439 4.4581
C 1.9292 4.1566 4.7601
C 2.3413 5.4003 4.2874
C 3.5469 5.9463 4.7005
C 4.3549 5.2582 5.6013
C 3.9369 4.0308 6.0996
C 2.7341 3.4802 5.6746
B 3.1987 2.2768 2.4384
C 3.9879 1.2211 3.3306
O 3.8998 3.4175 2.0641
H 5.1513 -0.7799 -3.8550
H 4.4544 -2.3457 -3.4568
H 3.5240 -1.2343 -4.4410
H 3.2113 -1.5224 -1.7123
H 4.2226 -0.0988 -1.7837
H 2.4509 1.6369 -3.9523
H 3.5518 1.7244 -2.5916
H 1.9597 3.1993 -1.8795
H 0.6496 2.4504 -2.7838
H 2.8795 1.9908 -0.1694
H 2.2291 0.3730 0.0769
H -0.0393 1.5594 1.4030
H 1.4986 0.5031 2.2694
H 1.4458 4.4899 1.9321
H 1.6366 3.8406 0.3714
H -0.5267 3.7662 -0.2296
H -0.4351 5.2436 0.6738
H -2.1175 4.5900 2.0587
H -1.3482 3.0655 2.4559
H -0.3762 1.8059 3.7580
H 1.2599 1.5516 4.3306
H 1.7217 5.9388 3.5846
H 3.8638 6.9057 4.3124
H 5.3030 5.6734 5.9180
H 4.5651 3.4994 6.8023
H 2.4174 2.5171 6.0505
H 4.0224 1.5745 4.3627
H 5.0207 1.1561 2.9755
H 3.5249 0.2354 3.3068
H 4.5069 3.6851 2.7657
C -9.0251 -2.2794 2.8826
C -8.3425 -1.5462 1.7371
N -7.9007 -0.2147 2.1005
C -7.5187 0.6017 0.9601
C -6.3103 0.1577 0.1305
C -7.0189 -0.1381 3.2553
C -5.7097 -0.9366 3.2180
H -9.8350 -1.6769 3.2968
H -9.4459 -3.2192 2.5213
H -8.3300 -2.5211 3.6871
H -9.0585 -1.4360 0.9175
H -7.5276 -2.1795 1.3501
H -7.3474 1.6200 1.3183
H -8.3907 0.6636 0.2997
H -5.3723 0.3351 0.6534
H -6.2711 0.7343 -0.7959
H -6.3620 -0.8976 -0.1422
H -7.5887 -0.4539 4.1337
H -6.7925 0.9166 3.4259
H -5.8667 -1.9586 2.8680
H -5.2910 -0.9971 4.2244
H -4.9572 -0.4708 2.5846
C -0.1416 -6.0120 -6.4274
C 1.2663 -6.3465 -5.9585
N 2.2217 -5.2917 -6.2384
C 3.6033 -5.7016 -6.0723
C 4.0820 -6.0922 -4.6681
C 1.8795 -3.9795 -5.7094
C 1.6454 -3.8495 -4.2005
H -0.1394 -5.7303 -7.4813
H -0.7876 -6.8827 -6.3058
H -0.5827 -5.1966 -5.8540
H 1.6081 -7.2407 -6.4881
H 1.2263 -6.6172 -4.8909
H 4.2400 -4.8986 -6.4538
H 3.7689 -6.5538 -6.7402
H 4.1982 -5.2251 -4.0195
H 5.0576 -6.5784 -4.7367
H 3.3996 -6.7926 -4.1854
H 0.9809 -3.6323 -6.2251
H 2.6663 -3.2858 -6.0161
H 1.0016 -4.6414 -3.8145
H 1.1550 -2.8983 -3.9862
H 2.5772 -3.8617 -3.6378

***

For the records above, the corresponding max |F| values read 0.05923; 0.02317 hartree/bohr.